{
  "formula": "C42H36F3NO2",
  "method": "the ωB97M-V functional and the def2-TZVPD basis",
  "species": ["F", "F", "F", "O", "O", "N", "C", "C", "C", "C", "C", "C", "C", "C", "C", "C", "C", "C", "C", "C", "C", "C", "C", "C", "C", "C", "C", "C", "C", "C", "C", "C", "C", "C", "C", "C", "C", "C", "C", "C", "C", "C", "C", "C", "C", "C", "C", "C", "H", "H", "H", "H", "H", "H", "H", "H", "H", "H", "H", "H", "H", "H", "H", "H", "H", "H", "H", "H", "H", "H", "H", "H", "H", "H", "H", "H", "H", "H", "H", "H", "H", "H", "H", "H"],
  "coordinates": [[-7.8418, 1.7589, 1.1939], [-7.1169, 2.8789, 2.8804], [-7.5403, 0.7820, 3.0850], [-3.3715, -6.4969, -0.1790], [-4.1235, -5.8256, -2.1813], [1.2111, 2.9123, 0.3852], [-3.2667, 1.3864, 2.3915], [-0.0243, 1.2373, -0.6883], [0.8186, 2.9979, -3.3234], [5.0683, 0.5638, 0.0133], [-7.0122, 1.6983, 2.2466], [0.3948, 3.8825, -4.2985], [7.5716, -3.5728, 1.6858], [-1.6847, -2.6849, 0.4268], [4.3773, 0.3693, 2.2949], [6.2956, -3.5476, 2.2230], [-2.9145, -4.2726, -0.8950], [4.2702, 1.6827, -0.1310], [-1.2108, -0.3777, -0.3942], [-1.2030, 0.7044, -1.5075], [-3.0499, -3.3204, -1.9009], [-5.3295, 0.6912, 0.6871], [-1.8202, -1.7239, -0.5730], [8.0475, -2.4700, 0.9965], [-1.5374, 0.4119, 0.9054], [1.0505, 2.2840, -0.9321], [-0.4193, 5.3602, -2.5990], [2.5586, 3.3154, 0.7433], [0.4467, 2.2007, 1.4044], [-3.4764, -5.6368, -1.0194], [7.2524, -1.3497, 0.8426], [3.5871, 1.4933, 2.1493], [0.3285, -0.2270, -0.3902], [0.6248, 3.2851, -1.9783], [3.5086, 2.1591, 0.9307], [5.1253, -0.1179, 1.2261], [5.9689, -1.3120, 1.3820], [-4.6889, -7.1131, -2.3691], [-4.5638, 1.7154, 2.7262], [-2.5048, -2.0622, -1.7378], [-5.5992, 1.3683, 1.8666], [-2.2251, -3.9436, 0.2701], [0.0011, 4.4728, -1.6244], [-0.2259, 5.0666, -3.9380], [-2.9768, 0.7110, 1.2071], [-4.0234, 0.3710, 0.3608], [-0.7304, 1.6923, 0.5905], [5.5014, -2.4258, 2.0754], [-3.8301, -0.1571, -0.5575], [-0.9003, 6.2843, -2.3131], [-3.5809, -3.5729, -2.8051], [-1.1129, -0.1081, 1.7695], [4.4368, -0.1240, 3.2546], [-0.5545, 5.7592, -4.6989], [4.2534, 2.2061, -1.0774], [1.9741, 1.7877, -1.2624], [-6.1370, 0.4208, 0.0241], [-2.4597, 1.6568, 3.0559], [-5.1459, -7.1046, -3.3552], [-3.9140, -7.8804, -2.3107], [1.3074, 2.0757, -3.6066], [-0.1375, 4.6964, -0.5779], [9.0439, -2.4826, 0.5789], [5.9175, -4.4066, 2.7583], [0.8642, -0.4610, 0.5269], [8.1928, -4.4482, 1.8041], [0.8048, -0.7250, -1.2315], [-2.6157, -1.3301, -2.5242], [4.5010, -2.4173, 2.4841], [-0.9158, 0.3062, -2.4768], [-1.4017, 2.5286, 0.3805], [2.9180, 3.9759, -0.0513], [0.5518, 3.6497, -5.3417], [0.1684, 2.9040, 2.1941], [-1.1477, -2.4436, 1.3314], [-5.4381, -7.3144, -1.6005], [1.0033, 1.3658, 1.8571], [7.6349, -0.4856, 0.3186], [5.6420, 0.2027, -0.8280], [-4.7795, 2.2407, 3.6441], [2.4856, 3.8954, 1.6685], [-2.0702, 1.3540, -1.6022], [3.0389, 1.8726, 3.0007], [-2.1251, -4.6938, 1.0397]],
  "forces_ev_per_a": [[0.067, -0.055, -0.258], [0.195, 0.155, 0.070], [0.093, -0.150, 0.066], [-0.029, 0.073, -0.099], [0.119, 0.391, -0.047], [-0.020, -0.205, 0.025], [-0.091, -0.054, -0.056], [0.282, 0.298, 0.106], [-0.009, 0.018, 0.033], [0.033, -0.090, 0.057], [-0.287, -0.020, 0.131], [0.001, -0.049, -0.118], [0.048, -0.066, 0.005], [-0.042, 0.070, -0.107], [0.044, -0.067, -0.030], [0.019, -0.089, 0.066], [0.100, 0.289, -0.011], [0.016, 0.098, 0.071], [-0.011, -0.285, 0.182], [-0.094, 0.203, -0.162], [-0.040, -0.233, 0.092], [-0.141, 0.156, 0.193], [-0.048, -0.140, -0.128], [0.083, -0.060, -0.048], [-0.022, 0.072, -0.043], [-0.156, 0.027, -0.157], [-0.076, 0.069, -0.081], [-0.029, 0.090, -0.015], [-0.107, -0.053, 0.099], [-0.054, -0.318, 0.114], [-0.076, 0.028, 0.017], [-0.002, 0.062, -0.053], [0.074, -0.003, 0.138], [0.123, 0.048, -0.021], [-0.029, 0.061, -0.012], [-0.157, 0.230, -0.036], [0.161, -0.223, 0.026], [-0.084, -0.404, 0.117], [-0.106, -0.027, -0.085], [0.119, 0.087, 0.122], [-0.075, 0.019, -0.070], [-0.110, -0.167, -0.107], [0.014, -0.031, 0.027], [-0.048, 0.101, -0.062], [-0.103, -0.059, 0.071], [0.084, 0.009, 0.053], [0.304, 0.015, 0.057], [-0.005, 0.081, -0.030], [0.014, -0.035, -0.093], [-0.040, 0.075, 0.023], [-0.039, -0.012, -0.068], [0.022, -0.045, -0.029], [0.024, -0.043, 0.080], [-0.020, 0.058, -0.060], [-0.027, 0.047, -0.092], [-0.126, 0.040, 0.000], [-0.067, -0.013, -0.056], [0.123, 0.040, 0.103], [0.024, 0.017, 0.045], [-0.091, 0.046, -0.025], [0.075, -0.110, -0.031], [0.010, 0.028, 0.096], [0.073, 0.004, -0.023], [-0.032, -0.062, 0.030], [0.049, -0.041, 0.150], [0.047, -0.066, 0.008], [-0.030, -0.005, -0.141], [-0.004, 0.090, -0.071], [-0.088, 0.010, 0.024], [0.049, -0.121, -0.073], [-0.001, -0.009, -0.052], [0.066, 0.045, 0.100], [0.015, -0.013, -0.083], [0.000, -0.063, 0.081], [0.066, 0.037, 0.135], [0.051, -0.007, -0.084], [-0.093, 0.013, 0.014], [0.029, 0.079, -0.036], [0.054, -0.043, -0.069], [-0.007, 0.054, 0.079], [0.093, 0.048, -0.068], [-0.097, 0.073, -0.054], [-0.062, 0.039, 0.073], [0.008, -0.060, 0.063]],
  "homo_lumo_gap_ev": 9.01,
  "lumo_energy_ev": 0.4771,
  "energy_ev": -57877.170,
  "fmax_ev_per_a": 0.4
}

---

{
  "formula": "C4H12N2O",
  "method": "the ωB97M-V functional and the def2-TZVPD basis",
  "species": ["O", "N", "N", "C", "C", "C", "C", "H", "H", "H", "H", "H", "H", "H", "H", "H", "H", "H", "H"],
  "coordinates": [[-3.4347, -0.5816, 0.3458], [0.2393, 0.3428, 1.1378], [1.4569, 0.8031, -1.8551], [1.6930, -0.3704, -0.9353], [-0.9426, 0.0430, 0.2262], [-2.2632, 0.0794, 1.0402], [1.4645, -0.2053, 0.5293], [-2.6513, 1.0573, 1.2923], [2.3707, 0.3202, 0.9309], [1.6651, 0.5786, -2.8263], [-0.8552, -0.8986, -0.3308], [-3.4400, -1.4641, 0.4314], [2.7339, -0.4134, -1.1589], [2.1748, 1.5339, -1.5734], [1.0613, -1.1993, -1.2990], [0.1302, 1.2594, 1.6306], [-0.9799, 0.8390, -0.5407], [-2.1003, -0.4860, 2.0446], [1.6775, -1.2381, 0.9105]],
  "forces_ev_per_a": [[1.434, 6.334, -0.056], [-1.623, -1.109, -1.384], [0.110, 1.735, 1.233], [-1.092, 1.193, -2.593], [-0.337, 1.881, 0.867], [-0.880, -3.084, 0.824], [1.841, 0.783, 2.488], [0.238, 0.295, -0.207], [-0.883, 0.084, -0.114], [0.006, -0.243, 0.360], [0.170, 0.049, 0.652], [0.456, -4.903, 0.741], [0.997, -1.957, 0.817], [-1.290, -1.039, -0.610], [0.713, 0.195, -0.158], [0.979, -1.213, -1.283], [-0.117, -0.459, 0.069], [-0.141, 0.947, -1.615], [-0.583, 0.509, -0.030]],
  "smiles": "NCCNCCO",
  "homo_lumo_gap_ev": 9.43,
  "lumo_energy_ev": 0.9401,
  "energy_ev": -9368.005,
  "e_above_lowest_kj_mol": 307.7,
  "fmax_ev_per_a": 6.5
}

---

no.,HOMO (Eh)
1,-0.3137
2,-0.3120